w.
{
  "formula": "C8H10N2O2S",
  "method": "ωB97M-V with the def2-TZVPD basis set",
  "smiles": "C[C@@]12NC(=O)C[C@H]3SCC=N[C@]31O2",
  "homo_energy_ha": -0.3340,
  "species": ["C", "C", "N", "C", "O", "C", "C", "S", "C", "C", "N", "C", "O", "H", "H", "H", "H", "H", "H", "H", "H", "H", "H"],
  "coordinates": [[-1.145, 2.199, -0.075], [-1.385, 0.717, -0.053], [-1.982, 0.370, -1.372], [-1.813, -0.825, -1.930], [-2.287, -1.126, -2.988], [-1.038, -1.848, -1.052], [-0.002, -1.469, -0.079], [1.624, -1.301, -0.920], [2.441, -0.842, 0.595], [1.713, 0.187, 1.492], [0.509, 0.429, 1.520], [-0.392, -0.226, 0.722], [-1.793, -0.008, 1.053], [-1.860, 2.615, -0.839], [-1.531, 2.452, 0.929], [-0.068, 2.290, -0.249], [-2.444, 1.182, -1.991], [-1.758, -2.535, -0.417], [-0.555, -2.517, -1.814], [0.141, -2.181, 0.652], [3.452, -0.667, 0.440], [2.359, -1.743, 1.194], [2.329, 0.589, 2.244]],
  "mulliken_charge": [-1.308, 0.695, -0.174, 0.356, -0.649, -0.999, -0.157, -0.084, -0.748, -0.210, -0.552, 0.569, -0.558, 0.354, 0.331, 0.308, 0.306, 0.259, 0.382, 0.597, 0.502, 0.289, 0.491]
}



x.
{
  "formula": "C8H10N2O2S",
  "method": "ωB97M-V with the def2-TZVPD basis set",
  "smiles": "C=C(C)[N+](=O)[O-].S=c1cccc[nH]1",
  "homo_energy_ha": -0.2728,
  "species": ["C", "C", "C", "N", "O", "O", "H", "H", "H", "H", "H", "S", "C", "C", "C", "C", "C", "N", "H", "H", "H", "H", "H"],
  "coordinates": [[-2.444, 1.358, 0.029], [-2.523, 0.784, 1.234], [-3.822, 0.907, 1.971], [-1.564, -0.133, 1.675], [-1.793, -1.124, 2.339], [-0.410, 0.136, 1.272], [-3.152, 2.181, -0.123], [-1.469, 1.371, -0.595], [-4.132, 1.968, 2.106], [-3.954, 0.483, 2.963], [-4.772, 0.576, 1.370], [0.357, 0.798, -2.619], [1.544, -0.101, -1.844], [2.740, -0.551, -2.487], [3.760, -1.147, -1.766], [3.578, -1.291, -0.456], [2.397, -0.956, 0.129], [1.373, -0.395, -0.496], [2.645, -0.449, -3.553], [4.771, -1.382, -2.218], [4.320, -1.801, 0.106], [2.181, -1.119, 1.108], [0.369, -0.112, -0.145]],
  "mulliken_charge": [-0.422, 0.700, -1.314, 0.859, -0.525, -0.624, 0.292, -0.038, 0.340, 0.354, 0.282, -0.464, 0.349, -0.710, -0.004, -0.777, 0.014, 0.003, 0.333, 0.307, 0.367, 0.522, 0.157]
}



Stability summary - winner: w; margin: 2.732 eV.



w.
{
  "formula": "C52H44BN7O3SZr",
  "method": "ωB97M-V with the def2-TZVPD basis set",
  "homo_energy_ha": -0.3020,
  "species": ["Zr", "C", "C", "N", "N", "C", "B", "N", "C", "C", "C", "N", "N", "C", "C", "C", "N", "H", "H", "H", "H", "H", "H", "H", "H", "H", "H", "O", "C", "C", "C", "C", "C", "C", "C", "C", "C", "O", "C", "C", "C", "C", "C", "C", "C", "C", "C", "C", "C", "C", "N", "C", "C", "C", "C", "C", "C", "C", "C", "C", "C", "C", "C", "H", "H", "H", "H", "H", "H", "H", "H", "H", "H", "H", "H", "H", "H", "H", "H", "H", "H", "H", "H", "H", "H", "H", "H", "H", "H", "H", "C", "C", "O", "S", "C", "C", "C", "C", "C", "C", "C", "C", "H", "H", "H", "H", "H", "H", "H"],
  "coordinates": [[-0.247, 0.218, -0.018], [-0.740, 3.002, 3.607], [-0.099, 2.557, 2.454], [-0.755, 1.534, 1.915], [-1.807, 1.293, 2.710], [-1.823, 2.158, 3.733], [-2.727, 0.075, 2.501], [-1.824, -1.155, 2.626], [-1.747, -2.016, 3.652], [-0.713, -2.893, 3.401], [-0.200, -2.473, 2.173], [-0.879, -1.423, 1.718], [-3.307, 0.155, 1.087], [-4.601, 0.134, 0.737], [-4.692, 0.409, -0.613], [-3.367, 0.594, -1.013], [-2.548, 0.427, 0.020], [-0.463, 3.819, 4.241], [0.801, 2.945, 2.019], [-2.583, 2.119, 4.486], [-3.585, 0.046, 3.316], [-2.418, -1.949, 4.484], [-0.379, -3.711, 4.005], [0.632, -2.879, 1.627], [-5.370, -0.074, 1.453], [-5.581, 0.471, -1.207], [-2.980, 0.870, -1.977], [-0.504, 1.755, -1.174], [0.207, 2.924, -1.257], [1.710, 2.655, -0.874], [2.245, 1.561, -1.734], [3.228, 1.802, -2.690], [3.759, 0.732, -3.389], [3.265, -0.534, -3.127], [2.227, -0.690, -2.208], [1.608, -2.027, -1.945], [0.050, -2.014, -2.136], [-0.543, -1.362, -1.078], [-0.401, -3.488, -2.155], [-0.350, -4.262, -3.309], [-0.767, -5.582, -3.288], [-1.229, -6.152, -2.113], [-1.278, -5.389, -0.958], [-0.870, -4.066, -0.983], [-0.390, -1.373, -3.449], [0.407, -1.184, -4.571], [-0.131, -0.626, -5.722], [-1.466, -0.265, -5.775], [-2.270, -0.481, -4.668], [-1.738, -1.041, -3.522], [1.743, 0.342, -1.517], [-0.418, 3.978, -0.328], [-1.782, 3.865, -0.078], [-2.425, 4.741, 0.775], [-1.712, 5.760, 1.383], [-0.362, 5.902, 1.118], [0.285, 5.019, 0.269], [0.192, 3.483, -2.687], [0.816, 4.685, -2.999], [0.801, 5.172, -4.293], [0.146, 4.472, -5.293], [-0.479, 3.275, -4.989], [-0.452, 2.782, -3.697], [1.721, 2.304, 0.166], [2.323, 3.548, -0.985], [3.587, 2.804, -2.858], [4.544, 0.879, -4.117], [3.683, -1.398, -3.623], [1.752, -2.285, -0.888], [2.055, -2.798, -2.576], [0.004, -3.830, -4.234], [-0.732, -6.169, -4.196], [-1.545, -7.186, -2.098], [-1.637, -5.829, -0.039], [-0.929, -3.457, -0.092], [1.444, -1.481, -4.578], [0.492, -0.496, -6.596], [-1.877, 0.160, -6.680], [-3.321, -0.242, -4.713], [-2.354, -1.255, -2.660], [-2.325, 3.065, -0.561], [-3.483, 4.636, 0.957], [-2.208, 6.441, 2.055], [0.185, 6.716, 1.568], [1.345, 5.152, 0.106], [1.313, 5.259, -2.232], [1.298, 6.104, -4.524], [0.134, 4.853, -6.304], [-0.992, 2.720, -5.761], [-0.925, 1.842, -3.449], [1.385, -4.377, 6.789], [2.661, -4.494, 7.572], [2.880, -5.342, 8.393], [3.915, -3.261, 7.295], [3.384, -2.404, 5.815], [3.648, -2.966, 4.573], [3.223, -2.323, 3.431], [2.544, -1.102, 3.505], [2.300, -0.547, 4.765], [2.724, -1.188, 5.910], [2.054, -0.484, 2.326], [1.576, -0.026, 1.299], [1.120, -5.367, 6.422], [1.458, -3.680, 5.958], [0.601, -4.046, 7.472], [4.161, -3.914, 4.518], [3.406, -2.766, 2.463], [1.761, 0.386, 4.835], [2.528, -0.770, 6.885]],
  "mulliken_charge": [-0.850, -1.814, -0.633, 1.791, -0.243, -0.321, -0.108, -0.664, -0.361, -1.721, -0.525, 1.447, -0.485, -0.367, -1.775, -0.930, 2.145, 0.542, 0.576, 0.527, -0.136, 0.484, 0.561, 0.853, 0.468, 0.497, 0.688, 1.054, 2.655, -0.559, -0.434, -0.731, -1.020, -0.692, -0.186, -1.854, 1.832, -0.192, -0.265, -0.405, -0.970, -0.618, -1.133, -0.432, 0.002, 0.270, -0.914, -0.735, -0.628, -0.710, 1.348, -0.022, -0.806, -0.749, -0.699, -1.073, 0.244, -0.472, -0.301, -0.997, -0.680, -0.950, 0.436, -0.108, 1.125, 0.545, 0.446, 0.620, 0.407, 0.579, 0.428, 0.431, 0.388, 0.472, 0.476, 0.501, 0.446, 0.483, 0.434, 0.734, 0.376, 0.460, 0.416, 0.423, 0.341, 0.333, 0.428, 0.425, 0.468, -0.083, -0.368, 0.471, -0.558, -0.101, -0.557, -0.302, -0.321, 0.157, -0.579, -0.279, 0.237, -0.562, 0.321, -0.071, 0.303, 0.438, 0.521, 0.539, 0.457]
}



x.
{
  "formula": "C52H44BN7O3SZr",
  "method": "ωB97M-V with the def2-TZVPD basis set",
  "homo_energy_ha": -0.2251,
  "species": ["Zr", "C", "C", "N", "N", "C", "B", "N", "C", "C", "C", "N", "N", "C", "C", "C", "N", "H", "H", "H", "H", "H", "H", "H", "H", "H", "H", "O", "C", "C", "C", "C", "C", "C", "C", "C", "C", "O", "C", "C", "C", "C", "C", "C", "C", "C", "C", "C", "C", "C", "N", "C", "C", "C", "C", "C", "C", "C", "C", "C", "C", "C", "C", "H", "H", "H", "H", "H", "H", "H", "H", "H", "H", "H", "H", "H", "H", "H", "H", "H", "H", "H", "H", "H", "H", "H", "H", "H", "H", "H", "C", "C", "O", "S", "C", "C", "C", "C", "C", "C", "C", "C", "H", "H", "H", "H", "H", "H", "H"],
  "coordinates": [[0.453, 0.285, -0.274], [-2.840, 2.808, 1.641], [-2.346, 1.640, 1.071], [-1.044, 1.751, 0.803], [-0.672, 2.989, 1.215], [-1.734, 3.631, 1.711], [0.784, 3.487, 1.369], [1.535, 3.308, -0.018], [2.725, 4.067, -0.386], [3.529, 3.313, -1.135], [2.929, 1.980, -1.300], [1.960, 1.907, -0.199], [1.475, 2.659, 2.446], [2.418, 3.048, 3.327], [2.734, 1.970, 4.121], [1.916, 0.940, 3.631], [1.160, 1.351, 2.626], [-3.846, 3.024, 1.952], [-2.868, 0.724, 0.850], [-1.616, 4.633, 2.088], [0.768, 4.659, 1.643], [2.732, 5.120, -0.162], [4.410, 3.662, -1.648], [3.524, 1.087, -1.437], [2.771, 4.065, 3.335], [3.441, 1.932, 4.931], [1.855, -0.082, 3.972], [1.885, -0.798, 0.454], [2.153, -2.050, 1.026], [0.926, -2.371, 1.918], [-0.352, -2.640, 1.168], [-0.973, -3.878, 1.254], [-2.112, -4.126, 0.513], [-2.589, -3.147, -0.338], [-1.927, -1.933, -0.391], [-2.261, -0.901, -1.424], [-1.196, -0.942, -2.552], [0.044, -0.744, -1.935], [-1.269, -2.328, -3.185], [-0.319, -3.295, -2.902], [-0.464, -4.585, -3.405], [-1.559, -4.916, -4.185], [-2.514, -3.945, -4.476], [-2.365, -2.661, -3.981], [-1.430, 0.146, -3.600], [-0.692, 0.076, -4.780], [-0.857, 1.020, -5.778], [-1.770, 2.056, -5.611], [-2.488, 2.151, -4.433], [-2.317, 1.200, -3.431], [-0.865, -1.669, 0.392], [2.418, -3.067, -0.077], [2.183, -4.425, 0.120], [2.485, -5.352, -0.867], [3.038, -4.932, -2.069], [3.280, -3.580, -2.271], [2.970, -2.657, -1.283], [3.395, -1.922, 1.911], [4.139, -0.751, 1.906], [5.275, -0.639, 2.699], [5.675, -1.692, 3.506], [4.935, -2.867, 3.515], [3.806, -2.980, 2.719], [0.796, -1.493, 2.555], [1.128, -3.215, 2.579], [-0.549, -4.636, 1.898], [-2.604, -5.089, 0.570], [-3.435, -3.321, -0.988], [-2.256, 0.095, -0.972], [-3.267, -1.052, -1.818], [0.533, -3.041, -2.286], [0.287, -5.330, -3.177], [-1.670, -5.919, -4.576], [-3.368, -4.188, -5.095], [-3.099, -1.901, -4.225], [0.011, -0.737, -4.916], [-0.280, 0.944, -6.690], [-1.906, 2.793, -6.392], [-3.179, 2.970, -4.282], [-2.894, 1.304, -2.521], [1.756, -4.775, 1.051], [2.290, -6.403, -0.694], [3.278, -5.652, -2.840], [3.702, -3.239, -3.207], [3.152, -1.606, -1.461], [3.813, 0.086, 1.304], [5.840, 0.284, 2.692], [6.560, -1.602, 4.123], [5.237, -3.699, 4.137], [3.256, -3.913, 2.723], [1.515, 8.172, -4.741], [0.155, 8.546, -5.274], [-0.019, 9.503, -5.985], [-1.276, 7.546, -4.884], [-0.665, 6.278, -3.826], [-0.312, 5.030, -4.343], [0.180, 4.029, -3.531], [0.309, 4.220, -2.140], [-0.042, 5.486, -1.628], [-0.520, 6.482, -2.452], [0.677, 3.121, -1.320], [1.391, 1.883, -1.638], [2.250, 8.515, -5.466], [1.626, 7.111, -4.536], [1.667, 8.716, -3.807], [-0.407, 4.855, -5.408], [0.452, 3.072, -3.960], [0.035, 5.673, -0.562], [-0.799, 7.441, -2.029]],
  "mulliken_charge": [-0.162, -1.631, -0.409, 0.802, -0.291, -0.254, 0.332, 0.701, -0.367, -1.469, -0.294, 0.690, -0.155, -0.144, -1.370, -0.214, 0.054, 0.480, 0.522, 0.479, -0.171, 0.484, 0.487, 0.503, 0.481, 0.490, 0.479, 0.351, 2.531, -1.683, -0.114, -0.799, -1.022, -0.851, -0.017, 0.057, 2.487, -0.190, -0.511, 0.823, -0.641, -0.661, -0.995, -0.543, 0.122, -0.202, -0.897, -0.553, -0.895, -0.106, 0.299, -0.131, -0.031, -0.990, -0.773, -0.690, -0.279, -0.138, 0.003, -0.908, -0.721, -0.963, -0.435, 0.311, 0.794, 0.488, 0.424, 0.513, -0.823, 0.932, -0.203, 0.370, 0.423, 0.428, 0.440, 0.430, 0.409, 0.452, 0.430, 0.311, 0.373, 0.415, 0.416, 0.443, 0.355, 0.286, 0.471, 0.398, 0.436, 0.306, -0.859, 0.612, -0.566, -0.143, -0.773, -0.425, -0.372, -0.116, -0.349, -0.559, 1.920, -0.905, 0.335, 0.260, 0.246, 0.397, 0.454, 0.364, 0.466]
}



Stability summary - winner: w; margin: 5.076 eV.



w.
{
  "formula": "C3H12N2O3",
  "method": "ωB97M-V with the def2-TZVPD basis set",
  "smiles": "C[C@@H](N)C(N)=O.O.O",
  "homo_energy_ha": -0.3522,
  "species": ["C", "C", "N", "C", "N", "O", "H", "H", "H", "H", "H", "H", "H", "H", "O", "H", "H", "O", "H", "H"],
  "coordinates": [[-1.415, -1.036, -1.466], [0.020, -0.767, -1.024], [0.716, -0.291, -2.211], [-0.038, 0.293, 0.123], [1.095, 1.009, 0.309], [-1.089, 0.581, 0.655], [-1.931, -0.133, -1.811], [-2.072, -1.460, -0.709], [-1.363, -1.639, -2.373], [0.450, -1.706, -0.679], [0.231, 0.506, -2.612], [1.677, -0.017, -2.073], [1.162, 1.798, 0.932], [2.006, 0.780, -0.049], [0.355, 3.189, 2.626], [0.346, 3.260, 1.665], [0.191, 2.272, 2.860], [-0.048, -2.521, 2.198], [-0.278, -2.542, 1.263], [-0.016, -1.574, 2.376]],
  "mulliken_charge": [-1.304, 0.298, -0.659, 0.486, -0.239, -0.588, 0.325, 0.320, 0.419, 0.230, 0.267, 0.222, 0.022, 0.160, -0.639, 0.328, 0.336, -0.644, 0.325, 0.336]
}



x.
{
  "formula": "C3H12N2O3",
  "method": "ωB97M-V with the def2-TZVPD basis set",
  "smiles": "CCNC(N)=O.O.O",
  "homo_energy_ha": -0.3506,
  "species": ["C", "C", "N", "C", "N", "O", "H", "H", "H", "H", "H", "H", "H", "H", "O", "H", "H", "O", "H", "H"],
  "coordinates": [[0.754, 0.151, -2.764], [-0.145, 0.813, -1.740], [-1.001, -0.040, -0.941], [-0.796, -0.489, 0.331], [0.324, -0.296, 1.101], [-1.714, -1.153, 0.822], [0.244, -0.020, -3.708], [1.147, -0.831, -2.507], [1.523, 0.862, -3.105], [0.564, 1.281, -1.047], [-0.818, 1.534, -2.212], [-1.809, -0.512, -1.305], [0.170, 0.017, 2.044], [1.143, 0.147, 0.712], [2.212, 1.978, 2.066], [2.902, 1.432, 2.443], [2.488, 2.538, 1.346], [-2.616, -2.644, 3.090], [-2.437, -2.949, 2.200], [-2.133, -1.820, 3.175]],
  "mulliken_charge": [-1.043, -0.318, -0.162, 0.509, -0.367, -0.639, 0.333, 0.309, 0.312, 0.127, 0.300, 0.204, 0.204, 0.228, -0.658, 0.328, 0.319, -0.616, 0.329, 0.303]
}



Stability summary - winner: x; margin: 0.191 eV.



w.
{
  "formula": "CH5INP",
  "method": "ωB97M-V with the def2-TZVPD basis set",
  "smiles": "[H]/N=P/I.C",
  "homo_energy_ha": -0.3441,
  "species": ["H", "N", "P", "I", "C", "H", "H", "H", "H"],
  "coordinates": [[-2.228, 2.959, 1.403], [-2.304, 2.430, 0.635], [-2.326, 0.912, 0.451], [-2.500, 0.505, -1.999], [1.894, -1.391, -0.076], [2.248, -0.757, -0.895], [2.582, -1.325, 0.734], [1.721, -2.311, -0.404], [0.914, -1.022, 0.151]],
  "mulliken_charge": [0.250, -0.382, 0.226, -0.098, -0.958, 0.249, 0.257, 0.304, 0.151]
}



x.
{
  "formula": "CH5INP",
  "method": "ωB97M-V with the def2-TZVPD basis set",
  "homo_energy_ha": -0.3039,
  "species": ["C", "N", "P", "I", "H", "H", "H", "H", "H"],
  "coordinates": [[0.906, -0.676, 0.380], [0.307, 0.628, 0.344], [-1.185, 1.225, -0.235], [-2.753, -0.555, -0.079], [1.083, -1.117, 1.318], [0.208, -1.455, -0.177], [1.834, -0.492, -0.071], [0.767, 1.322, 0.983], [-1.168, 1.121, -2.462]],
  "mulliken_charge": [-0.636, -0.250, -0.066, -0.017, 0.272, 0.210, 0.271, 0.271, -0.054]
}



Stability summary - winner: w; margin: 1.739 eV.